Computed, not measured: the molecule C4H8O, with ωB97M-V/def2-TZVPD.

Properties
**LUMO energy**: 0.72 eV
**2S+1**: 1
**Structure (SMILES)**: CC(C)C=O
**Frontier orbital gap**: 10.3 eV
**Total charge**: 0
**HOMO**: -9.621 eV
**Energy relative to the best compared isomer or geometry (same formula, charge and spin)**: 264.2 kJ/mol

The geometry in XYZ format:
```
13
Properties=species:S:1:pos:R:3:forces:R:3
C 0.6031 1.5661 0.1631 -0.7116 -0.7492 -1.2383
C 0.1452 -0.2414 -0.1499 0.6286 1.3234 0.3703
C -0.8234 -1.1302 -1.0927 0.1298 0.7960 0.1998
C -0.0032 -0.5221 1.2947 0.3693 0.2247 0.7413
O 0.4517 0.2547 2.1051 -0.3680 -1.1154 1.0334
H 0.9025 1.8735 -0.8208 -0.2450 0.5321 -0.5672
H -0.2484 2.1210 0.5708 -0.0230 -0.3158 -0.4932
H 1.4506 1.8253 0.8589 -0.7894 -1.4014 -0.8170
H 1.1501 -0.4332 -0.4992 0.3699 -0.5906 0.2946
H -0.3235 -2.0311 -1.5195 0.1869 0.8146 0.5445
H -1.2021 -0.5860 -1.9596 0.0547 0.1659 0.1260
H -1.7089 -1.5432 -0.5750 0.4158 0.5461 0.1222
H -0.5740 -1.3877 1.6722 -0.0179 -0.2304 -0.3163
```
Forces are in eV/Å.

Computed, not measured: the molecule C4H8O, with ωB97M-V/def2-TZVPD.

Properties
**LUMO energy**: 1.00 eV
**2S+1**: 1
**Structure (SMILES)**: CCCC=O
**Frontier orbital gap**: 10.9 eV
**Total charge**: 0
**HOMO**: -9.863 eV
**Energy relative to the best compared isomer or geometry (same formula, charge and spin)**: 85.4 kJ/mol

The geometry in XYZ format:
```
13
Properties=species:S:1:pos:R:3:forces:R:3
C -1.3627 -0.7851 -0.1860 -0.0853 -1.6925 2.9829
C -0.6983 0.5455 0.2379 -0.0657 -0.7659 -2.0317
C 0.7090 0.6431 -0.4036 0.4067 0.6979 0.1188
C 1.8066 -0.1253 0.3698 1.0674 -0.1306 -0.8116
H -1.3144 -1.0067 -1.2465 0.5329 -0.1102 -0.0176
H -2.4337 -0.7852 0.0493 0.0692 0.2506 -0.0072
H -0.9942 -1.6850 0.5299 -0.3988 1.7972 -2.1059
H -1.4059 1.3339 -0.0697 0.7242 0.0684 -0.0596
H -0.5713 0.6445 1.2930 -0.1379 -0.1475 0.8868
H 1.0189 1.7278 -0.4153 -0.0267 -0.9788 0.0541
H 0.7998 0.2819 -1.4588 -0.3932 0.3285 0.8222
H 1.6073 -0.3178 1.5098 0.4640 0.1714 -1.6182
O 2.8388 -0.4715 -0.2099 -2.1570 0.5116 1.7870
```
Forces are in eV/Å.

Computed, not measured: a cluster of 2 separate species, C4H8O in total, with ωB97M-V/def2-TZVPD.

Properties
**LUMO energy**: 1.11 eV
**2S+1**: 1
**Structure (SMILES)**: COC1=CC1.[H][H]
**Frontier orbital gap**: 9.7 eV
**Total charge**: 0
**HOMO**: -8.567 eV
**Energy relative to the best compared isomer or geometry (same formula, charge and spin)**: 397.4 kJ/mol

The geometry in XYZ format:
```
13
Properties=species:S:1:pos:R:3:forces:R:3
C -1.1708 -1.5000 -0.2680 -0.0007 -0.2666 -0.1071
O -1.2860 -0.1999 0.3050 0.0911 0.1690 0.1047
C -0.1380 0.3926 0.6106 0.1855 0.2596 0.1995
C 0.4852 1.4128 1.0976 -0.2866 -0.0670 0.0238
C 1.3383 0.2540 0.5900 0.2312 -0.2483 -0.0776
H -0.3291 -2.0461 0.1677 -0.1231 0.0782 -0.0584
H -1.0415 -1.4333 -1.3536 -0.0050 0.0200 0.1610
H -2.1038 -2.0192 -0.0430 0.1353 0.0599 -0.0545
H -0.0858 1.1630 -2.1053 0.0282 0.0776 -0.0765
H 0.1309 1.6720 -1.6084 -0.0421 -0.0469 -0.1038
H 0.5109 2.3929 1.5418 0.0000 -0.1442 -0.0724
H 1.8904 0.3520 -0.3540 -0.1453 -0.0014 0.1432
H 1.8345 -0.4100 1.3065 -0.0685 0.1101 -0.0819
```
Forces are in eV/Å.

Computed, not measured: a cluster of 2 separate species, C4H8O in total, with ωB97M-V/def2-TZVPD.

Properties
**LUMO energy**: 1.13 eV
**2S+1**: 1
**Structure (SMILES)**: C=CC=C.O
**Frontier orbital gap**: 10.3 eV
**Total charge**: 0
**HOMO**: -9.179 eV
**Energy relative to the best compared isomer or geometry (same formula, charge and spin)**: 202.8 kJ/mol

The geometry in XYZ format:
```
13
Properties=species:S:1:pos:R:3:forces:R:3
C -2.4646 -1.1521 1.8465 -0.7447 -3.5438 4.8958
C -2.0963 -0.8625 0.6476 0.9988 3.6663 -2.3641
C -2.0411 0.6342 0.3433 0.5671 -0.9128 -1.3471
C -1.6406 1.1689 -0.8132 -0.0162 -0.2227 -0.0357
H -2.8457 -0.5351 2.7069 0.5093 0.2960 -1.6763
H -2.3746 -2.1931 2.3310 -0.1765 1.1999 -1.4256
H -1.6706 -1.4687 -0.1755 -0.5187 -0.1035 0.9931
H -2.1980 1.3832 1.1026 -0.4380 -0.3776 0.6140
H -1.5729 2.2301 -0.9147 -0.0290 0.6311 0.1701
H -1.3346 0.6795 -1.7288 -0.1518 -0.6329 0.1756
H 6.5545 0.3606 -1.0567 -0.5696 0.3442 -0.2714
H 6.6634 -0.1007 -2.5745 -1.0313 0.4779 -1.0779
O 7.0212 -0.1441 -1.7144 1.6005 -0.8221 1.3496
```
Forces are in eV/Å.

Computed, not measured: the ion C4H8O with charge +1, with ωB97M-V/def2-TZVPD.

Properties
**LUMO energy (alpha / beta)**: -5.46 / -9.11 eV
**2S+1**: 2
**⟨S²⟩**: 0.754
**Frontier orbital gap (alpha / beta)**: 10.4 / 6.7 eV
**Total charge**: +1
**HOMO (alpha / beta)**: -15.850 / -15.791 eV
**Energy relative to the best compared isomer or geometry (same formula, charge and spin)**: 230.8 kJ/mol

The geometry in XYZ format:
```
13
Properties=species:S:1:pos:R:3:forces:R:3
C 0.0210 0.5601 2.4369 2.1192 -3.0234 0.0952
C -0.3444 0.0457 -1.3958 1.7254 0.2694 3.8876
O 0.3508 -0.8093 -2.1623 -1.8710 -0.2799 -3.4934
C 0.3179 -0.1446 -0.0117 -2.1661 2.5399 -1.3677
C -0.4336 0.2813 1.0746 -1.8396 3.1337 0.1815
H -0.6714 0.0980 3.1361 -0.7735 0.8203 0.3555
H 0.8913 -0.1484 2.6377 -0.4025 1.3817 -0.2522
H 0.2968 1.6127 2.6229 -0.5117 -0.3552 0.0143
H -0.2793 1.0749 -1.7705 0.1753 0.4144 0.1262
H -1.3995 -0.0312 -1.1144 -0.6021 -1.0253 -0.9603
H 1.0446 -1.1576 -1.6678 1.8336 -1.4275 0.7200
H 1.3750 -0.2927 0.0148 0.6206 -0.7126 0.4206
H -1.4297 0.8638 0.8162 1.6924 -1.7358 0.2726
```
Forces are in eV/Å.

Computed, not measured: a cluster of 2 separate species, C4H8O2 in total, with ωB97M-V/def2-TZVPD.

Properties
**LUMO energy**: 0.82 eV
**2S+1**: 1
**Frontier orbital gap**: 8.8 eV
**Total charge**: 0
**HOMO**: -8.003 eV
**Energy relative to the best compared isomer or geometry (same formula, charge and spin)**: 490.7 kJ/mol

The geometry in XYZ format:
```
14
Properties=species:S:1:pos:R:3:forces:R:3
C -0.5631 -0.7020 1.6087 -0.0919 -0.1057 0.2294
C 0.7322 -0.8209 -0.8206 0.0928 0.1712 -0.3608
C 1.6706 0.2662 -1.2224 -0.0046 0.0434 0.0795
O -0.4332 0.2152 0.5085 0.0230 0.0018 -0.1860
C -1.5370 0.8859 0.1039 -0.1151 0.1872 -0.3892
O -1.6208 1.3799 -0.9810 0.0824 -0.1710 0.5995
H 0.3725 -1.2586 1.6126 -0.1695 0.1296 0.0705
H -0.7180 -0.1550 2.5415 -0.0269 -0.0303 -0.0995
H -1.3821 -1.3985 1.4117 0.0850 0.0911 0.0933
H -0.1040 -0.7949 -1.5475 0.1591 -0.0419 0.0518
H 1.2613 1.1451 -1.7379 0.0205 -0.1502 0.0710
H 2.3055 -0.2810 -1.9425 -0.0399 0.0454 0.0208
H 2.3381 0.5818 -0.4124 -0.0618 -0.1046 -0.1340
H -2.3219 0.9366 0.8775 0.0468 -0.0661 -0.0462
```
Forces are in eV/Å.

Computed, not measured: the molecule C4H8O2, with ωB97M-V/def2-TZVPD.

Properties
**LUMO energy**: 1.03 eV
**2S+1**: 1
**Structure (SMILES)**: CO[C@@H](C)C=O
**Frontier orbital gap**: 10.7 eV
**Total charge**: 0
**HOMO**: -9.630 eV
**Energy relative to the best compared isomer or geometry (same formula, charge and spin)**: 151.3 kJ/mol

The geometry in XYZ format:
```
14
Properties=species:S:1:pos:R:3:forces:R:3
C -0.8338 -0.8502 -1.5416 -0.1578 -0.2183 -0.1554
O -0.3156 0.2986 -0.8969 0.0586 0.0651 -0.0056
C 0.3674 -0.0060 0.3053 0.1321 -0.0344 0.1265
C 1.2360 1.1814 0.6822 0.0047 0.0196 0.0365
C -0.7034 -0.2472 1.3595 -0.0397 -0.3199 0.2124
O -0.8607 -1.2805 1.9631 0.0901 0.4727 -0.2330
H -1.6519 -0.5247 -2.1880 0.1362 -0.0305 0.0576
H -0.0636 -1.3384 -2.1547 -0.0736 0.0729 0.1221
H -1.2255 -1.5847 -0.8246 0.0310 0.1318 -0.1016
H 0.9692 -0.9211 0.2025 -0.0829 0.1173 -0.0133
H 1.9905 1.3588 -0.0890 -0.1255 -0.0466 0.0856
H 0.6249 2.0849 0.7798 0.0586 -0.1278 -0.0203
H 1.7429 0.9967 1.6351 -0.0634 0.0179 -0.1340
H -1.3828 0.6229 1.5011 0.0316 -0.1200 0.0223
```
Forces are in eV/Å.

Computed, not measured: the molecule C4H8O2, with ωB97M-V/def2-TZVPD.

Properties
**LUMO energy**: 1.00 eV
**2S+1**: 1
**Structure (SMILES)**: CO/C=C/OC
**Frontier orbital gap**: 9.4 eV
**Total charge**: 0
**HOMO**: -8.365 eV
**Energy relative to the best compared isomer or geometry (same formula, charge and spin)**: 249.4 kJ/mol

The geometry in XYZ format:
```
14
Properties=species:S:1:pos:R:3:forces:R:3
C -2.2478 -0.1558 -1.1088 -0.2435 -0.1169 0.1111
O -1.0323 0.4233 -1.5263 0.0557 -0.0595 -0.0725
C 0.0626 0.1203 -0.7888 0.1665 0.0222 0.1276
C 2.1047 0.3483 1.2883 0.2585 0.2594 0.0842
C 0.1395 -0.5814 0.3424 -0.2551 0.0508 -0.1680
O 1.3406 -0.7988 0.9773 0.0539 -0.1614 -0.0224
H -2.9878 0.0956 -1.8745 0.1389 -0.0633 0.2251
H -2.1536 -1.2498 -1.0297 -0.0490 0.2260 -0.0254
H -2.5635 0.2518 -0.1346 0.0675 -0.1153 -0.2129
H 0.9574 0.5479 -1.2294 -0.1211 -0.0123 0.0243
H 2.2246 1.0263 0.4334 -0.0221 -0.1637 0.1622
H 1.6534 0.9088 2.1191 0.0364 -0.0852 -0.1325
H 3.0950 -0.0074 1.5842 -0.1665 0.0621 0.0084
H -0.6949 -1.0866 0.8225 0.0799 0.1571 -0.1091
```
Forces are in eV/Å.

Computed, not measured: a cluster of 2 separate species, C4H8O2 in total, with ωB97M-V/def2-TZVPD.

Properties
**LUMO energy**: 0.95 eV
**2S+1**: 1
**Structure (SMILES)**: C=CC.O=CO
**Frontier orbital gap**: 10.3 eV
**Total charge**: 0
**HOMO**: -9.303 eV
**Energy relative to the best compared isomer or geometry (same formula, charge and spin)**: 221.7 kJ/mol

The geometry in XYZ format:
```
14
Properties=species:S:1:pos:R:3:forces:R:3
C 1.7146 1.6479 0.3058 -1.5433 -0.0235 1.2271
C 1.0065 1.0016 -0.8647 0.5579 -0.7848 -0.0300
C 0.0234 1.5242 -1.6052 -0.0432 1.4803 0.0127
H 2.4776 0.9896 0.7400 0.0130 0.3487 -0.3940
H 2.0780 2.6766 0.1401 0.0101 -0.6732 -0.2816
H 0.9547 1.7468 1.1067 0.3300 0.1365 -0.0172
H 1.3116 -0.0685 -0.9827 0.4176 1.0716 -1.0516
H -0.1103 1.4241 -2.6768 -0.4581 -1.4917 0.1815
H -0.6097 2.3639 -1.2612 1.0609 0.0810 0.0836
O -0.6294 -2.5002 0.3991 -0.3361 -0.1520 -0.2920
C -1.3402 -1.6111 0.7756 0.0261 0.1544 0.9265
O -0.9040 -0.3336 0.8418 -0.1823 -1.1597 -0.6751
H -2.3620 -1.7411 1.1743 0.2485 0.1253 -0.1784
H -0.1097 -0.4485 0.2725 -0.1011 0.8870 0.4885
```
Forces are in eV/Å.

Computed, not measured: a structure of composition C4H8O2, with ωB97M-V/def2-TZVPD.

Properties
**LUMO energy (alpha / beta)**: 0.47 / 0.44 eV
**2S+1**: 1
**Frontier orbital gap (alpha / beta)**: 8.3 / 8.4 eV
**Total charge**: 0
**HOMO (alpha / beta)**: -7.882 / -7.969 eV
**Energy relative to the best compared isomer or geometry (same formula, charge and spin)**: 500.3 kJ/mol

The geometry in XYZ format:
```
14
Properties=species:S:1:pos:R:3:forces:R:3
O -0.9324 0.1970 1.6940 0.3588 0.5775 -0.0757
C -1.0299 0.1873 0.3245 -0.4445 -0.5038 0.1083
C -0.1493 -0.7891 -0.3139 0.1219 0.1449 -0.0765
C -0.1742 0.1370 -1.4724 -0.3195 -0.1564 -0.6918
O 1.5949 0.8457 -0.0811 0.4458 0.1714 0.7896
C 1.2912 -0.5002 0.2314 0.1276 -0.3143 0.1079
H -1.3587 0.9461 2.1268 -0.0875 0.0624 -0.3254
H 0.7360 1.3046 0.0070 0.6201 0.1553 -0.1685
H -2.0120 0.4076 -0.0870 0.1116 -0.0495 0.0095
H -0.4116 -1.8543 -0.3606 0.1116 0.0459 -0.0251
H 0.7174 0.1255 -2.1119 -0.2376 0.6883 0.4557
H -1.0444 0.5447 -1.9490 -0.5924 -0.5044 -0.0601
H 2.0192 -1.1291 -0.2904 -0.0893 0.0146 0.0788
H 1.3803 -0.6399 1.3127 -0.1267 -0.3318 -0.1267
```
Forces are in eV/Å.

Computed, not measured: the molecule C4H8O2, with ωB97M-V/def2-TZVPD.

Properties
**LUMO energy**: 0.83 eV
**2S+1**: 1
**Structure (SMILES)**: C[C@@]1(O)C[C@H]1O
**Frontier orbital gap**: 9.9 eV
**Total charge**: 0
**HOMO**: -9.053 eV
**Energy relative to the best compared isomer or geometry (same formula, charge and spin)**: 242.1 kJ/mol

The geometry in XYZ format:
```
14
Properties=species:S:1:pos:R:3:forces:R:3
C 1.2789 0.6577 -0.4213 0.1346 -0.0218 -0.0221
C 0.3044 -0.1163 0.4340 -0.0231 0.1714 -0.1892
O 0.8604 -0.7207 1.5636 0.0667 0.1405 0.2410
C -1.0545 0.4901 0.5350 -0.1180 0.4419 -0.1196
C -0.7946 -0.8124 -0.2649 -0.6646 0.9686 0.3213
O -0.7308 -0.7801 -1.6645 -0.3761 0.0284 -0.0416
H 1.6869 1.4751 0.1868 0.0235 -0.1359 -0.1094
H 0.7834 1.1012 -1.2881 0.0940 -0.1264 0.1443
H 2.0978 0.0230 -0.7642 -0.0345 0.0228 0.0086
H 1.1958 0.0000 2.1131 0.0278 -0.1768 0.0842
H -1.5416 0.3364 1.5027 -0.1310 -0.0144 -0.5332
H -1.3785 1.3298 -0.0570 0.3839 0.5120 0.1438
H -1.5750 -1.3605 0.2197 0.6126 -1.8584 -0.1291
H -1.2138 -1.5228 -2.0390 0.0044 0.0482 0.2011
```
Forces are in eV/Å.

Computed, not measured: the molecule C4H8O2, with ωB97M-V/def2-TZVPD.

Properties
**LUMO energy**: 1.09 eV
**2S+1**: 1
**Structure (SMILES)**: C1COCOC1
**Frontier orbital gap**: 11.2 eV
**Total charge**: 0
**HOMO**: -10.152 eV
**Energy relative to the best compared isomer or geometry (same formula, charge and spin)**: 126.7 kJ/mol

The geometry in XYZ format:
```
14
Properties=species:S:1:pos:R:3:forces:R:3
C -0.4830 -1.0940 0.2815 -0.0026 0.0385 0.0276
C -1.1338 0.2600 0.5539 -0.1752 -0.1395 -0.0302
O -0.1435 1.1883 0.9674 0.0869 -0.0440 0.0896
C 0.9386 1.2808 0.0809 0.1364 0.2766 -0.0852
O 1.5320 0.0543 -0.2362 0.0367 0.0380 0.0125
C 0.5756 -0.8346 -0.7863 -0.1111 -0.1901 -0.1240
H 0.0202 -1.4270 1.1963 -0.0941 -0.0613 -0.1491
H -1.2229 -1.8497 -0.0059 0.1038 0.1736 -0.1000
H -1.6421 0.6123 -0.3620 0.1178 0.0284 0.1462
H -1.8727 0.2282 1.3591 0.1249 -0.0423 -0.1076
H 1.7020 1.8686 0.5920 -0.1200 0.0335 -0.1340
H 0.6217 1.7736 -0.8578 -0.0712 -0.0497 0.1274
H 1.1234 -1.7149 -1.1311 -0.1328 0.0191 0.2183
H 0.1005 -0.3705 -1.6706 0.1003 -0.0807 0.1085
```
Forces are in eV/Å.